Record 1
{
  "formula": "C9H17N6",
  "method": "ωB97M-V/def2-TZVPD",
  "smiles": "CC(C)/[N+](N)=C1/N[C@H](C)Nc2[nH]ncc21",
  "homo_ev": -12.3,
  "lumo_ev": -2.9163,
  "total_energy_ev": -18540.6440,
  "total_charge": 1,
  "elements": ["H", "N", "C", "C", "H", "H", "N", "H", "C", "C", "C", "N", "C", "H", "H", "H", "H", "N", "C", "H", "H", "C", "H", "H", "H", "N", "C", "H", "H", "N", "H", "H"],
  "coordinates": [[-3.63, 0.84, 1.08], [0.80, -0.28, -0.55], [-2.24, 1.67, -0.51], [-2.68, -0.54, -0.02], [-2.28, 3.90, -0.90], [2.11, 1.11, 0.28], [-3.22, -1.65, 0.50], [-1.59, 3.41, 0.61], [-1.63, -2.36, -0.81], [1.34, -1.53, 1.62], [-1.47, -0.96, -0.71], [1.61, 0.89, -0.64], [2.79, -1.69, -0.52], [3.51, -0.97, -0.15], [0.34, -1.16, 1.73], [0.73, -2.24, -0.32], [2.86, -1.69, -1.61], [-0.82, 1.38, -0.58], [1.41, -1.49, -0.02], [-2.44, 1.58, -1.64], [-4.07, -1.78, 0.98], [-0.50, 0.06, -0.69], [1.42, -2.54, 1.92], [2.43, 0.63, -1.30], [1.93, -0.96, 2.14], [-2.64, -2.76, -0.08], [-2.35, 3.18, -0.10], [-0.07, 1.79, -0.08], [-3.33, 3.42, 0.17], [-2.97, 0.73, 0.27], [3.11, -2.68, -0.17], [-0.77, -2.85, -1.21]],
  "mulliken_charge": [0.31, 0.34, 0.20, -0.28, 0.37, 0.25, 0.12, 0.39, -0.49, -1.47, 0.83, -0.85, -1.73, 0.44, 0.40, -0.28, 0.43, -0.23, 0.80, 0.27, 0.20, 0.15, 0.41, 0.35, 0.48, -0.76, -1.34, 0.43, 0.44, -0.22, 0.44, 0.61]
}

***

Record 2
{
  "formula": "C9H17NO2S",
  "method": "ωB97M-V/def2-TZVPD",
  "homo_ev": -7.6,
  "lumo_ev": 0.6418,
  "total_energy_ev": -26025.5955,
  "elements": ["H", "C", "C", "H", "H", "H", "H", "C", "C", "H", "H", "H", "H", "S", "C", "O", "O", "H", "N", "H", "H", "H", "C", "C", "C", "H", "H", "H", "C", "H"],
  "coordinates": [[-2.88, 0.01, 0.75], [-0.23, 0.51, 0.67], [-0.91, -0.78, 1.09], [-1.07, -0.16, 3.26], [3.22, -1.44, 1.04], [0.44, -0.79, 2.63], [2.60, -0.53, -1.74], [1.69, -0.33, -1.34], [-2.41, -0.97, 0.85], [3.19, 0.16, 0.72], [-2.51, -1.42, -0.04], [0.29, 1.25, 1.27], [-1.80, 2.08, -2.55], [0.08, -2.04, 0.19], [1.39, -0.76, 0.05], [0.28, 3.10, -0.68], [-0.51, -2.13, -1.17], [2.38, -0.53, 2.09], [-0.79, 1.08, -0.53], [-0.80, -1.89, 3.04], [-2.84, -1.64, 1.59], [-0.61, 1.14, -3.08], [-0.82, 2.11, -2.66], [2.55, -0.66, 1.01], [-0.29, 2.18, -1.22], [1.07, -0.76, -2.13], [1.59, 0.77, -1.57], [-1.32, 0.43, -1.04], [-0.60, -0.92, 2.65], [-0.39, 2.93, -3.16]],
  "mulliken_charge": [0.33, -1.19, 1.66, 0.38, 0.44, 0.35, 0.58, -1.67, -1.85, 0.38, 0.60, 0.31, 0.56, 0.23, 1.18, -0.61, -0.62, 0.32, -0.01, 0.41, 0.40, 0.35, -1.57, -1.49, 0.69, 0.41, 0.25, 0.34, -1.53, 0.38]
}

***

Record 3
{
  "formula": "C9H17NO3S",
  "method": "ωB97M-V/def2-TZVPD",
  "homo_ev": -9.6,
  "lumo_ev": 0.6020,
  "total_energy_ev": -28066.9611,
  "elements": ["S", "C", "C", "H", "H", "C", "N", "C", "H", "C", "H", "C", "H", "O", "O", "H", "H", "H", "H", "C", "C", "H", "H", "C", "H", "O", "H", "H", "H", "H", "H"],
  "coordinates": [[-1.31, 1.19, -0.06], [0.13, -1.01, -0.42], [2.68, -0.79, 0.19], [0.88, 0.13, 1.34], [3.54, 0.49, -1.56], [1.23, -0.01, 0.04], [-0.99, -0.21, -0.80], [3.43, 0.10, 1.36], [0.65, -1.26, -1.39], [-2.58, -2.73, 0.07], [3.09, 0.02, 2.25], [-0.17, -1.89, 0.49], [1.23, 1.36, -1.56], [-2.39, 1.80, -0.47], [-1.39, 0.77, 1.33], [-1.71, -0.80, -1.21], [2.03, 1.83, -0.29], [-1.00, -3.66, -0.70], [3.70, 1.23, 0.77], [-1.17, -2.88, -0.15], [3.28, -0.59, -1.15], [-3.04, -1.87, 0.59], [2.62, -1.66, 0.38], [1.08, 1.47, -0.61], [2.65, -0.87, -1.90], [-0.07, 2.28, -0.15], [0.54, -2.74, 0.73], [-3.30, -3.41, -0.45], [-0.74, -1.49, 1.33], [4.34, -1.02, -1.29], [4.45, -0.43, 1.39]],
  "mulliken_charge": [1.10, -0.42, -0.36, 0.25, 0.25, -0.40, -0.14, -1.34, 0.25, -0.82, 0.55, 0.40, 0.61, -0.60, -0.64, 0.40, 0.51, 0.51, 0.21, -0.79, -1.30, 0.31, 1.06, -1.14, 0.47, -0.37, 0.14, 0.24, 0.38, 0.31, 0.38]
}

***

Record 4
{
  "formula": "C9H17NO4S",
  "method": "ωB97M-V/def2-TZVPD",
  "homo_ev": -7.9,
  "lumo_ev": 0.3629,
  "total_energy_ev": -30114.0578,
  "elements": ["H", "O", "H", "C", "C", "C", "H", "H", "O", "H", "H", "H", "C", "N", "O", "H", "C", "H", "O", "H", "H", "C", "H", "H", "C", "H", "C", "S", "C", "H", "H", "H"],
  "coordinates": [[2.96, -1.01, -2.05], [-2.46, 0.98, -0.58], [-5.28, 0.46, 0.53], [1.97, -0.86, 2.13], [2.12, -0.33, -2.01], [1.14, 0.14, 2.84], [-3.72, 2.15, 0.65], [3.26, 1.31, -0.28], [0.86, -2.17, -0.55], [2.51, 1.65, 1.20], [3.13, -1.20, 0.45], [-0.49, 0.24, -0.44], [-3.35, 1.13, 0.54], [0.49, 0.85, 3.48], [-2.39, -0.50, -2.31], [2.81, -1.18, 2.75], [3.08, 0.86, 0.70], [2.27, 0.04, -1.00], [-4.21, -0.29, -1.11], [3.99, 0.78, 1.28], [-0.26, 0.79, -2.10], [-4.33, -0.03, 0.28], [1.70, -0.34, 0.01], [2.12, 0.23, -2.95], [-2.94, 0.01, -1.41], [-1.65, -0.24, -1.68], [-0.59, -0.05, -1.49], [0.59, -1.38, -1.82], [2.45, -0.43, 0.80], [1.30, -1.65, 1.79], [-4.23, -0.95, 0.85], [-2.83, 0.98, 1.49]],
  "mulliken_charge": [0.38, -0.35, 0.27, -0.43, -0.54, 0.21, 0.29, 0.39, -0.59, 0.29, 0.43, 0.21, -0.30, -0.54, -0.37, 0.38, -1.32, -0.16, -0.35, 0.37, 0.39, -0.34, -0.95, 0.46, 0.61, 0.13, -0.46, 0.29, 0.78, 0.25, 0.33, 0.25]
}

***

Record 5
{
  "formula": "C9H17NOPPd",
  "method": "ωB97M-V/def2-TZVPD",
  "multiplicity": 3,
  "homo_ev": [0.9, -3.5],
  "lumo_ev": [3.6418, 3.2251],
  "total_energy_ev": -25910.9694,
  "total_charge": -1,
  "elements": ["Pd", "N", "H", "H", "H", "H", "H", "C", "H", "H", "H", "H", "H", "C", "H", "H", "C", "H", "H", "C", "C", "H", "C", "P", "O", "H", "C", "C", "C", "H"],
  "coordinates": [[0.39, 0.97, -1.35], [-0.47, -0.12, 2.62], [0.05, -1.79, 3.83], [-1.67, -0.43, -3.96], [-1.29, 3.36, -0.38], [-1.06, -2.84, -2.91], [1.30, -1.96, 1.96], [1.44, -0.60, -2.54], [-0.73, 3.81, -2.49], [0.71, -2.00, 0.28], [1.98, -0.85, 0.73], [0.60, 1.11, -3.82], [-0.47, -0.31, 4.68], [0.89, -1.90, -2.34], [-1.28, 1.81, 2.36], [2.49, -0.32, -2.52], [1.07, -1.34, 1.09], [1.16, -0.40, 3.95], [-2.44, 0.47, 2.16], [0.03, -0.32, 1.39], [0.38, 0.21, -3.25], [0.71, 4.18, -0.82], [-0.76, -0.70, -3.43], [-0.21, 3.19, -1.30], [-0.50, 0.44, 0.50], [1.42, -2.74, -1.89], [0.10, -0.69, 3.83], [-0.43, -1.95, -2.89], [-1.57, 0.82, 2.73], [-1.84, 0.89, 3.79]],
  "mulliken_charge": [-0.01, 0.32, 0.28, 0.39, 0.04, 0.37, 0.38, -0.49, 0.05, 0.00, 0.08, 0.56, 0.29, -0.69, 0.23, 0.46, -0.69, 0.35, 0.21, 0.51, -0.41, 0.05, -0.53, -0.08, -0.82, 0.57, -1.24, -0.63, -0.85, 0.27]
}

***

Record 6
{
  "formula": "C9H18AsCrNO6",
  "method": "ωB97M-V/def2-TZVPD",
  "multiplicity": 4,
  "homo_ev": [-13.1, -13.1],
  "lumo_ev": [-4.4300, -3.5061],
  "total_energy_ev": -112656.1181,
  "total_charge": 1,
  "elements": ["C", "O", "C", "H", "H", "H", "C", "H", "C", "H", "H", "O", "Cr", "C", "H", "H", "H", "H", "O", "H", "H", "C", "H", "N", "O", "H", "C", "O", "H", "C", "H", "As", "O", "H", "C", "H"],
  "coordinates": [[-0.56, 1.96, -2.60], [2.38, 2.40, 1.17], [-3.69, 0.07, 3.73], [-0.66, 1.18, -3.36], [-0.13, 2.85, -3.09], [1.63, 0.55, -2.95], [1.11, 0.32, -2.01], [-1.92, 3.10, -1.33], [0.13, -0.88, -2.17], [-0.05, -1.85, 3.54], [-0.83, 1.43, 4.94], [0.39, 1.40, 1.08], [-0.82, 0.57, 0.00], [1.39, 2.09, 0.58], [0.60, 3.44, -0.89], [-1.65, -2.61, 3.34], [-1.22, -1.85, 4.89], [-1.17, 2.31, 3.41], [-1.89, -0.11, 1.50], [-2.62, 2.58, -2.87], [-4.23, -0.81, 3.39], [1.13, 2.48, -0.90], [0.27, 1.26, 3.54], [0.30, 1.45, -1.52], [-0.75, -0.87, -1.22], [-3.75, 0.14, 4.82], [-1.96, 2.29, -2.06], [0.18, -1.63, -3.11], [-2.79, 0.49, -1.99], [-1.11, -1.79, 3.81], [2.09, 2.63, -1.41], [-1.83, -0.10, 3.16], [-2.49, 1.17, -1.36], [-4.13, 0.96, 3.27], [-0.77, 1.39, 3.85], [1.85, 0.05, -1.25]],
  "mulliken_charge": [-0.81, -0.56, -1.03, 0.38, 0.44, 0.42, -0.43, 0.32, 0.54, 0.35, 0.43, -0.58, 0.51, 0.31, 0.39, 0.37, 0.40, 0.33, -0.41, 0.41, 0.35, -0.44, 0.28, 0.42, -0.50, 0.39, -0.44, -0.60, 0.37, -1.06, 0.36, 0.85, -0.38, 0.33, -1.04, 0.33]
}